Model P:
C9H9NOS | ωB97M-V/def2-TZVPD

Positions of all 21 atoms, in Å:
C (-0.521, 1.628, 0.347)
C (0.773, 2.382, 0.255)
C (-0.280, 0.163, 0.604)
C (1.954, 1.798, 0.504)
C (1.014, -0.386, 0.533)
C (2.127, 0.410, 0.803)
C (1.154, -1.858, 0.519)
C (0.222, -2.815, 0.413)
C (-1.070, 2.008, -1.069)
N (-0.563, 1.559, -2.099)
O (-1.612, -4.641, -0.123)
S (-1.561, -2.936, 0.042)
H (-1.165, 1.918, 1.109)
H (0.695, 3.368, 0.046)
H (-1.235, -0.262, 0.833)
H (2.965, 2.440, 0.496)
H (2.183, -2.318, 0.535)
H (0.578, -3.902, 0.330)
H (-1.976, 2.717, -1.146)
H (-2.006, -4.666, -0.980)
H (0.048, 0.765, -2.126)

## Properties
orbital gap = 6.928 eV
HOMO energy = -0.295 Eh
net charge = 0


Model Q:
C9H9NOS | ωB97M-V/def2-TZVPD

Positions of all 21 atoms, in Å:
C (1.989, 1.863, -0.694)
C (1.260, 2.391, 0.397)
C (0.298, 1.535, 0.992)
C (0.022, 0.304, 0.394)
C (0.802, -0.173, -0.660)
C (1.700, 0.626, -1.205)
C (0.334, -1.646, -0.948)
C (-0.891, -1.812, 0.037)
O (-2.196, -1.776, -0.658)
S (-2.785, -0.214, -0.626)
N (-2.272, -0.090, 0.968)
C (-0.939, -0.651, 1.020)
H (2.916, 2.363, -1.104)
H (1.328, 3.367, 0.728)
H (-0.333, 1.856, 1.865)
H (2.384, 0.338, -1.965)
H (-0.224, -1.939, -1.942)
H (1.129, -2.309, -0.662)
H (-0.880, -2.742, 0.507)
H (-3.025, -0.394, 1.508)
H (-0.614, -0.896, 2.049)

## Properties
orbital gap = 9.078 eV
HOMO energy = -0.306 Eh
SMILES = c1ccc2c(c1)C[C@@H]1OSN[C@H]21
net charge = 0


Which of them is least stable? Easy: model P.


Model P:
C7H12S | ωB97M-V/def2-TZVPD

Positions of all 20 atoms, in Å:
C (-3.140, -0.584, 0.233)
C (-1.756, -0.406, 0.057)
C (-0.675, 0.012, 0.164)
C (0.961, 0.693, 0.046)
C (1.189, 0.906, -1.442)
C (0.817, 1.927, 0.930)
S (2.172, -0.537, 0.681)
C (1.342, -2.110, 0.238)
H (-3.359, -0.720, 1.230)
H (-3.639, 0.231, -0.084)
H (-3.539, -1.432, -0.244)
H (0.538, 1.797, -1.707)
H (0.833, 0.161, -2.154)
H (2.300, 1.063, -1.591)
H (0.481, 1.733, 2.002)
H (1.804, 2.351, 0.911)
H (-0.022, 2.551, 0.420)
H (0.986, -2.884, 1.049)
H (2.118, -2.776, -0.233)
H (0.591, -1.974, -0.505)

## Properties
orbital gap = 9.456 eV
HOMO energy = -0.315 Eh
SMILES = CC#CC(C)(C)SC
net charge = 0


Model Q:
C7H12S | ωB97M-V/def2-TZVPD

Positions of all 20 atoms, in Å:
C (0.068, -1.019, 1.299)
C (0.377, 0.372, 1.635)
C (0.664, 1.452, 0.553)
C (1.617, 0.950, -0.566)
C (0.348, 0.684, -1.334)
C (-0.240, -0.787, -1.324)
S (-1.119, -1.479, 0.065)
C (-0.593, 1.556, -0.403)
H (0.931, -1.638, 1.123)
H (-0.585, -1.591, 2.156)
H (1.250, 0.461, 2.282)
H (-0.610, 0.993, 2.070)
H (1.149, 2.423, 0.918)
H (2.133, 0.063, -0.325)
H (2.336, 1.534, -1.319)
H (0.379, 0.999, -2.495)
H (-1.048, -1.006, -2.192)
H (0.551, -1.589, -1.640)
H (-0.561, 2.581, -0.766)
H (-1.463, 1.191, -0.006)

## Properties
orbital gap = 9.327 eV
HOMO energy = -0.313 Eh
SMILES = C1C[C@H]2C[C@@H](CS1)C2
net charge = 0


Model R:
C7H12S | ωB97M-V/def2-TZVPD

Positions of all 20 atoms, in Å:
C (0.908, 3.195, 2.055)
C (0.479, 2.082, 1.187)
C (0.210, 1.167, 0.450)
C (-0.210, 0.036, -0.436)
C (0.824, -1.094, -0.368)
C (0.587, -2.298, -1.271)
C (-1.671, -0.394, -0.060)
S (-2.729, -0.995, -1.405)
H (0.164, 3.536, 2.780)
H (1.184, 3.979, 1.423)
H (1.772, 2.874, 2.592)
H (-0.222, 0.427, -1.456)
H (1.741, -0.657, -0.770)
H (1.036, -1.362, 0.643)
H (1.510, -2.855, -1.393)
H (0.320, -1.916, -2.299)
H (-0.163, -2.992, -0.926)
H (-2.193, 0.468, 0.336)
H (-1.607, -1.197, 0.722)
H (-1.940, -2.004, -1.806)

## Properties
orbital gap = 9.922 eV
HOMO energy = -0.329 Eh
SMILES = CC#C[C@@H](CC)CS
net charge = 0


Which of them is least stable? Easy: model P.


Model P:
H3O4PSi | ωB97M-V/def2-TZVPD

Positions of all 9 atoms, in Å:
O (1.578, 1.853, 1.398)
O (2.138, 1.346, -0.996)
O (1.784, -0.596, 0.573)
O (-0.767, 0.843, -0.285)
Si (-1.403, -0.531, -0.239)
P (1.730, 0.859, 0.316)
H (-0.457, -1.671, -0.006)
H (-2.468, -0.935, 0.778)
H (-2.134, -1.168, -1.540)

## Properties
orbital gap = 7.878 eV
HOMO energy = -0.027 Eh
net charge = -2


Model Q:
H3O4PSi | ωB97M-V/def2-TZVPD

Positions of all 9 atoms, in Å:
O (2.279, -0.964, 0.193)
O (0.395, -2.306, 1.403)
O (1.045, -0.068, 2.354)
O (-2.581, 0.734, -1.742)
Si (-0.153, 0.241, -0.465)
P (1.024, -0.981, 1.138)
H (-2.520, 1.498, -1.143)
H (-0.179, 1.675, -0.055)
H (0.690, 0.170, -1.682)

## Properties
orbital gap = 7.422 eV
HOMO energy = -0.026 Eh
net charge = -2


Which of them is least stable? Easy: model Q.


Model P:
H3O4PSi | ωB97M-V/def2-TZVPD

Positions of all 9 atoms, in Å:
O (1.128, -2.096, 0.316)
O (0.915, -0.359, 2.154)
O (2.362, 1.218, -0.850)
O (-2.744, -0.582, 0.415)
Si (-1.442, 0.056, -0.076)
P (0.664, -0.751, 0.693)
H (1.767, 0.822, -1.498)
H (-1.293, 1.590, 0.437)
H (-1.356, 0.103, -1.591)

## Properties
orbital gap = 7.110 eV
HOMO energy = -0.010 Eh
net charge = -2


Model Q:
H3O4PSi | ωB97M-V/def2-TZVPD

Positions of all 9 atoms, in Å:
O (-1.701, -0.800, -2.019)
O (-0.920, -2.663, -0.440)
O (0.804, -1.166, -1.596)
O (-0.884, 0.315, 0.968)
Si (0.421, 1.132, 1.008)
P (-0.610, -1.443, -1.235)
H (0.805, 1.976, -0.169)
H (0.382, 2.214, 2.118)
H (1.702, 0.434, 1.366)

## Properties
orbital gap = 8.128 eV
HOMO energy = -0.037 Eh
net charge = -2


Which of them is least stable? Easy: model P.


Model P:
C15H18O2 | ωB97M-V/def2-TZVPD

Positions of all 35 atoms, in Å:
C (-2.883, 2.644, -0.623)
C (-2.053, 1.497, -0.003)
C (-0.655, 1.407, -0.618)
C (0.487, 1.599, 0.193)
C (1.805, 1.528, -0.424)
C (1.840, 1.281, -1.760)
O (3.013, 1.039, -2.465)
C (0.732, 1.199, -2.636)
C (-0.524, 1.275, -2.088)
H (-3.860, 2.264, -0.825)
H (-2.360, 3.262, -1.426)
H (-2.752, 3.497, 0.145)
H (-2.047, 1.533, 1.200)
H (-2.719, 0.606, -0.404)
H (0.435, 1.784, 1.236)
H (2.627, 1.607, 0.311)
H (3.770, 1.006, -1.785)
H (0.772, 1.270, -3.761)
H (-1.390, 1.297, -2.748)
C (2.702, -1.996, 1.213)
C (1.146, -2.006, 1.194)
C (0.510, -2.151, 2.405)
C (-0.793, -1.734, 2.609)
C (-1.534, -1.512, 1.394)
O (-2.874, -1.071, 1.412)
C (-1.012, -1.698, 0.141)
C (0.422, -1.936, -0.021)
H (3.134, -2.950, 1.205)
H (3.150, -1.460, 1.926)
H (3.078, -1.669, 0.142)
H (1.260, -2.527, 3.170)
H (-1.269, -1.568, 3.678)
H (-3.207, -0.743, 2.394)
H (-1.706, -1.567, -0.876)
H (0.836, -1.761, -1.014)

## Properties
orbital gap = 8.682 eV
HOMO energy = -0.294 Eh
SMILES = CCc1ccc(O)cc1.Cc1ccc(O)cc1
net charge = 0


Model Q:
C15H18O2 | ωB97M-V/def2-TZVPD

Positions of all 35 atoms, in Å:
C (-1.334, -2.324, 2.677)
C (-0.650, -1.133, 3.376)
C (0.011, -0.139, 2.423)
C (1.207, -0.494, 1.793)
C (1.994, 0.487, 1.224)
C (1.521, 1.793, 1.115)
O (2.283, 2.798, 0.606)
C (0.270, 2.109, 1.605)
C (-0.459, 1.158, 2.317)
H (-0.956, -3.250, 3.116)
H (-1.094, -2.338, 1.613)
H (-2.411, -2.398, 2.805)
H (-1.351, -0.571, 3.993)
H (0.146, -1.493, 4.017)
H (1.504, -1.532, 1.936)
H (2.983, 0.268, 0.819)
H (3.173, 2.534, 0.360)
H (-0.049, 3.143, 1.556)
H (-1.432, 1.457, 2.697)
C (1.456, -0.630, -4.089)
C (0.247, -0.288, -3.234)
C (-0.474, 0.873, -3.428)
C (-1.422, 1.287, -2.489)
C (-1.529, 0.603, -1.299)
O (-2.352, 1.108, -0.326)
C (-0.851, -0.601, -1.119)
C (-0.029, -1.079, -2.114)
H (1.164, -1.086, -5.033)
H (2.059, -1.366, -3.568)
H (2.011, 0.267, -4.351)
H (-0.303, 1.500, -4.291)
H (-2.083, 2.131, -2.627)
H (-2.779, 0.391, 0.170)
H (-0.959, -1.156, -0.194)
H (0.488, -2.032, -2.055)

## Properties
orbital gap = 9.008 eV
HOMO energy = -0.303 Eh
SMILES = CCc1ccc(O)cc1.Cc1ccc(O)cc1
net charge = 0


Which of them is least stable? Easy: model P.


Model P:
C5H11BrO | ωB97M-V/def2-TZVPD

Positions of all 18 atoms, in Å:
C (0.766, 1.499, 0.792)
C (0.591, 0.172, -0.106)
C (0.610, 0.626, -1.568)
C (-0.659, -0.775, 0.103)
C (-0.867, -1.323, 1.448)
O (-0.481, -1.826, -0.918)
Br (-2.297, 0.255, -0.404)
H (1.714, 1.916, 0.657)
H (-0.021, 2.199, 0.461)
H (0.710, 1.283, 1.884)
H (1.369, -0.536, 0.171)
H (-0.270, 1.173, -1.941)
H (1.491, 1.324, -1.790)
H (0.702, -0.192, -2.302)
H (-0.417, -0.577, 2.154)
H (-0.491, -2.350, 1.462)
H (-1.975, -1.498, 1.668)
H (-0.474, -1.370, -1.771)

## Properties
orbital gap = 10.822 eV
HOMO energy = -0.369 Eh
SMILES = CC(C)[C@](C)(O)Br
net charge = 0


Model Q:
C5H11BrO | ωB97M-V/def2-TZVPD

Positions of all 18 atoms, in Å:
C (1.507, -0.988, -1.540)
C (0.286, 1.388, 0.012)
C (0.327, -1.080, -0.499)
C (-0.465, 0.215, -0.429)
C (-1.635, -0.144, 1.548)
O (-2.009, 1.175, 1.725)
Br (-0.310, -0.903, 2.776)
H (1.127, -1.080, -2.510)
H (2.321, -1.731, -1.203)
H (1.913, -0.052, -1.351)
H (0.687, 1.248, 0.967)
H (0.873, 1.428, -0.925)
H (-0.274, 2.356, 0.012)
H (0.897, -1.215, 0.423)
H (-0.287, -1.938, -0.959)
H (-1.326, 0.373, -1.057)
H (-2.377, -0.862, 1.413)
H (-1.257, 1.810, 1.596)

## Properties
orbital gap = 8.522 eV
HOMO energy = -0.286 Eh
net charge = 0


Which of them is least stable? Easy: model Q.